# C31H32O7

A 2-piece molecular cluster, C31H32O7 overall (the ωB97M-V functional and the def2-TZVPD basis, OMol25).

XYZ file:
```
70
Properties=species:S:1:pos:R:3:nbo_charge:R:1
C 3.10066 -5.10754 -3.67737 -0.261
O 2.12511 -4.15868 -4.17951 -0.472
C 1.36988 -3.47467 -3.28250 0.397
C 0.48619 -2.48949 -3.80014 -0.261
C -0.25837 -1.72601 -2.94080 -0.107
C -0.19753 -1.92833 -1.53541 -0.098
C -1.05644 -1.20837 -0.65938 0.063
C -1.37255 -1.62343 0.62855 -0.331
C -2.11341 -0.80266 1.47320 0.052
C -2.23351 -1.01989 2.87772 -0.205
C -3.22008 -0.34477 3.65325 -0.105
C -3.34872 -0.58161 4.99980 -0.275
C -2.47298 -1.49435 5.64541 0.382
O -2.63338 -1.65413 6.98423 -0.477
C -1.72924 -2.53362 7.69956 -0.261
C -1.47829 -2.17498 4.89774 -0.342
C -1.35872 -1.91906 3.54610 -0.040
C 0.70912 -2.90040 -1.03389 -0.104
C 1.45557 -3.69048 -1.88226 -0.329
H 3.62330 -5.45402 -4.56811 0.212
H 3.80774 -4.62548 -2.98639 0.193
H 2.60786 -5.95227 -3.17479 0.184
H 0.42711 -2.36719 -4.88142 0.240
H -0.93998 -0.96802 -3.32761 0.246
H -1.53186 -0.30130 -1.03366 0.271
H -1.08976 -2.62977 0.95682 0.210
H -2.65313 0.03047 1.01100 0.245
H -3.89568 0.35118 3.15354 0.228
H -4.11242 -0.09723 5.60584 0.240
H -2.03302 -2.43815 8.74195 0.213
H -1.84120 -3.57652 7.36862 0.187
H -0.68281 -2.21678 7.58043 0.190
H -0.81222 -2.89482 5.37596 0.231
H -0.56906 -2.41415 2.98115 0.212
H 0.80783 -3.02664 0.04568 0.215
H 2.10577 -4.46792 -1.47523 0.229
C 5.45006 2.72921 -1.47260 -0.624
C 4.48483 2.65113 -0.32538 -0.077
O 3.14172 2.82341 -0.86322 -0.509
C 2.17129 2.05398 -0.35065 0.832
C 0.91297 2.17728 -1.11331 -0.552
C 0.96327 1.80394 -2.49782 0.501
C -0.20284 2.21848 -3.33889 -0.032
C -0.98310 3.34069 -3.01527 -0.166
C -2.19889 3.55734 -3.66720 -0.227
C -2.63780 2.63953 -4.63539 -0.219
C -1.80013 1.59190 -5.04326 -0.231
C -0.54557 1.43608 -4.45250 -0.231
O 1.91095 1.13720 -2.94181 -0.655
C -0.29947 2.20748 -0.33217 0.779
O -1.42580 1.85099 -0.69297 -0.751
O -0.06549 2.66972 0.91165 -0.520
C -1.24297 2.66880 1.75686 -0.060
C -0.72378 2.89471 3.14279 -0.626
O 2.31001 1.27763 0.57856 -0.658
H 6.46706 2.63907 -1.08495 0.201
H 5.26290 1.91632 -2.17996 0.221
H 5.34136 3.67783 -2.00595 0.210
H 4.53786 1.68478 0.18127 0.203
H 4.66036 3.46239 0.38811 0.172
H -0.62793 4.03431 -2.24666 0.225
H -2.81425 4.40496 -3.36500 0.209
H -3.63177 2.74460 -5.06350 0.206
H -2.12197 0.87696 -5.80269 0.203
H 0.16807 0.68535 -4.80670 0.225
H -1.92937 3.46324 1.43240 0.181
H -1.76044 1.70486 1.68877 0.162
H -1.54132 2.77344 3.86284 0.197
H 0.08152 2.17898 3.35456 0.222
H -0.30316 3.90450 3.21194 0.214
```

Results
HOMO level ... -6.3 eV
Maximum force ... 0.0372 Eh/bohr
Energy above the lowest of the compared OMol25 structures with the same formula, charge and spin ... 91.5 kJ/mol
Orbital gap ... 3.921 eV
LUMO energy ... -2.38 eV

# C31H33As2Cl3O2RuSbSe2Te2

C31H33As2Cl3O2RuSbSe2Te2 as an isolated structure (the ωB97M-V functional and the def2-TZVPD basis, OMol25).

XYZ file:
```
77
Properties=species:S:1:pos:R:3:mulliken_charge:R:1
Ru 0.72706 -1.10069 0.93321 0.118
Se 1.06912 -1.75943 3.23707 -0.017
Te 3.44505 -1.59681 3.92411 -0.027
Te 4.70534 -0.67668 1.83083 0.038
Se 2.85549 -0.55984 0.20416 -0.267
C 0.38555 2.64476 -0.92253 -1.263
C 0.53453 1.48272 -1.89380 -1.535
As 0.00009 -0.31242 -1.32986 1.154
C 0.63585 -1.22865 -2.92875 0.663
C -0.23219 -1.81033 -3.84596 -0.235
C 0.26868 -2.44922 -4.97354 -0.681
C 1.63475 -2.50028 -5.20242 -0.630
C 2.50439 -1.89336 -4.30674 -0.849
C 2.00682 -1.26174 -3.17743 -0.582
C -1.90628 -0.33357 -1.61121 0.481
C -2.58815 -1.53897 -1.46878 -0.411
C -3.93295 -1.62197 -1.78362 -0.626
C -4.61415 -0.49153 -2.21661 -0.817
C -3.94906 0.71790 -2.32750 -0.771
C -2.59266 0.79785 -2.03262 -0.327
As 1.77212 2.74365 0.47764 0.405
C 0.85523 1.97413 2.02646 0.708
C -0.46534 1.52617 2.03808 0.321
C -1.09034 1.19990 3.24318 -0.761
C -0.39444 1.27882 4.43264 -0.689
C 0.93766 1.68634 4.42623 -0.785
C 1.55410 2.02829 3.23768 -1.021
C 1.49087 4.62256 0.91503 0.224
C 0.38452 5.07047 1.63308 0.018
C 0.21647 6.42417 1.88106 -0.733
C 1.15136 7.33907 1.41496 -0.455
C 2.25699 6.89924 0.70366 -0.571
C 2.42842 5.54308 0.45816 -0.590
H -0.61541 2.73228 -0.49960 0.467
H 0.55668 3.56700 -1.48318 0.691
H 1.57681 1.37716 -2.20275 0.732
H -0.03740 1.65453 -2.80848 0.846
H -1.30251 -1.76844 -3.69569 0.384
H -0.41715 -2.90081 -5.67857 0.438
H 2.02067 -2.99641 -6.08310 0.408
H 3.57127 -1.90667 -4.48908 0.420
H 2.70454 -0.79071 -2.49719 0.280
H -2.06621 -2.41818 -1.10596 0.162
H -4.45588 -2.56309 -1.67730 0.470
H -5.66723 -0.55408 -2.45697 0.389
H -4.48012 1.60290 -2.65275 0.436
H -2.08537 1.74782 -2.14238 0.231
H -1.05509 1.49629 1.12936 0.182
H -2.13186 0.90589 3.24434 0.604
H -0.88273 1.02261 5.36382 0.406
H 1.48697 1.75225 5.35736 0.451
H 2.57832 2.38600 3.24815 0.485
H -0.34707 4.36474 2.00887 0.328
H -0.64404 6.76639 2.44159 0.413
H 1.01991 8.39501 1.61203 0.391
H 2.99027 7.60996 0.34535 0.395
H 3.29994 5.20227 -0.08947 0.361
C -0.60255 -4.69077 1.25029 -1.112
Sb 0.92699 -3.56190 0.33826 0.929
C 0.81655 -4.24112 -1.65979 -1.214
C 2.72837 -4.45814 0.97536 -1.122
H -0.34549 -5.74872 1.21887 0.547
H -1.52722 -4.52450 0.69857 0.291
H -0.73392 -4.36532 2.28007 0.335
H 0.91143 -5.32655 -1.63249 0.588
H 1.61662 -3.81211 -2.25894 0.328
H -0.14106 -3.96519 -2.09439 0.330
H 2.63177 -5.53895 0.88171 0.416
H 2.92798 -4.19402 2.01026 0.254
H 3.54125 -4.10835 0.34081 0.337
Cl -3.96469 -0.04596 1.31149 -0.057
C -3.48583 -1.48785 2.21349 0.865
Cl -4.12761 -1.38466 3.84924 -0.084
Cl -4.12658 -2.94396 1.41513 -0.138
C -1.93486 -1.66691 2.24797 -0.824
O -1.44355 -2.20676 3.22691 -0.667
O -1.33974 -1.25662 1.20293 1.143
```

Results
HOMO level (alpha / beta) ... -10.5 / -10.5 eV
Maximum force ... 0.0070 Eh/bohr
Energy above the lowest of the compared OMol25 structures with the same formula, charge and spin ... 50.2 kJ/mol
Charge ... +1
Orbital gap (alpha / beta) ... 4.979 / 4.990 eV
LUMO energy (alpha / beta) ... -5.49 / -5.47 eV